[1]
This record from the Open Molecules 2025 dataset describes 5 unconnected molecules or ions with the total composition C42H59BBrN7O16P at a distorted geometry. The level of theory is ωB97M-V with the def2-TZVPD basis set.

DFT total energy	-6163.00620	Eh
HOMO-LUMO gap	5.3261	eV
largest force on an atom	3.74	eV/Å
2S+1	1
charge	-1

Last column: Mulliken charge in e.
Atoms and positions in Å:
C: 1.00 1.63 -2.46  -1.69
C: -0.35 0.98 -2.07  0.39
C: -0.96 1.60 -0.78  -1.70
Br: -2.77 2.22 -1.24  -0.13
C: -0.81 0.77 0.54  2.22
C: 0.56 0.07 0.45  -2.37
O: -0.49 1.77 1.52  -0.92
P: -1.70 2.11 2.68  0.10
N: -2.53 3.38 1.76  -0.18
O: -0.61 3.36 3.19  -0.21
C: -1.13 4.29 4.08  0.01
C: -0.67 5.73 3.76  0.31
C: -1.46 6.33 2.60  -1.73
C: 0.85 5.85 3.62  0.43
C: 1.41 5.44 2.25  -1.47
C: 1.63 5.10 4.73  -1.46
O: -0.92 1.14 3.96  -0.36
B: -1.74 0.85 4.98  0.70
O: -2.81 -0.06 4.95  -0.52
O: -1.52 1.52 6.21  -0.71
O: -2.64 0.81 2.06  -0.56
C: -1.97 -0.06 1.16  0.65
C: -1.48 -1.18 2.19  -0.86
C: -1.38 -2.63 1.71  -1.69
N: -0.08 -2.93 1.04  -0.21
N: -3.08 -0.62 0.36  1.48
C: -4.40 -0.59 0.92  0.40
C: -4.82 -1.82 1.72  -1.33
O: -5.18 0.26 0.78  -0.47
C: -2.95 -1.05 -0.96  0.58
C: -1.90 -2.03 -1.43  0.01
O: -3.75 -0.72 -1.77  -0.64
H: 1.71 0.87 -2.78  0.37
H: 1.40 2.28 -1.68  0.40
H: 0.84 2.27 -3.34  0.36
H: -0.28 -0.10 -2.05  -0.60
H: -1.03 1.21 -2.89  0.76
H: -0.39 2.51 -0.61  0.92
H: 1.25 0.84 0.12  0.54
H: 0.60 -0.75 -0.27  0.01
H: 0.91 -0.24 1.43  0.58
H: -2.74 2.32 3.67  0.22
H: -3.40 3.05 1.35  0.10
H: -1.92 3.75 1.05  0.11
H: -0.72 4.07 5.08  0.26
H: -2.22 4.32 4.17  -0.17
H: -0.95 6.30 4.66  0.37
H: -1.30 5.82 1.66  0.18
H: -2.53 6.25 2.81  0.29
H: -1.20 7.38 2.47  0.45
H: 1.09 6.90 3.77  0.63
H: 1.79 4.42 2.24  0.20
H: 2.26 6.10 2.02  0.42
H: 0.71 5.55 1.43  0.28
H: 2.56 5.64 4.92  0.44
H: 1.91 4.10 4.37  0.22
H: 1.06 5.03 5.65  0.32
H: -2.64 -0.78 5.56  0.24
H: -2.18 2.22 6.26  0.29
H: -0.56 -0.88 2.69  0.87
H: -2.24 -1.16 2.96  0.21
H: -2.21 -2.98 1.11  0.32
H: -1.39 -3.25 2.62  0.50
H: 0.01 -3.94 1.01  0.23
H: 0.64 -2.57 1.66  0.17
H: -4.37 -1.83 2.71  0.14
H: -4.53 -2.70 1.14  0.33
H: -5.90 -1.84 1.75  0.51
H: -1.92 -2.15 -2.50  -0.74
H: -2.17 -3.00 -1.00  0.46
H: -0.89 -1.83 -1.09  0.08
C: -2.26 -4.20 -7.86  -0.43
C: -0.96 -3.91 -8.25  -0.40
C: -0.09 -3.30 -7.37  -0.51
C: -0.53 -2.98 -6.10  -0.03
C: -1.83 -3.25 -5.69  0.08
C: -2.70 -3.86 -6.58  -0.61
N: 0.40 -2.34 -5.15  1.02
O: 1.52 -2.09 -5.54  -0.63
O: -0.02 -2.10 -4.03  -0.55
H: -2.94 -4.68 -8.55  0.37
H: -0.63 -4.18 -9.24  0.37
H: 0.92 -3.08 -7.67  0.46
H: -2.17 -2.99 -4.70  0.31
H: -3.71 -4.08 -6.28  0.40
C: 6.66 -1.26 -1.65  -0.44
C: 5.97 -0.55 -0.68  -0.67
C: 4.82 -1.08 -0.11  -0.34
C: 4.38 -2.32 -0.53  0.06
C: 5.05 -3.04 -1.50  -0.54
C: 6.20 -2.50 -2.07  -0.04
N: 3.18 -2.90 0.08  1.06
O: 2.60 -2.23 0.92  -0.58
O: 2.83 -4.01 -0.28  -0.65
H: 7.56 -0.84 -2.09  0.41
H: 6.33 0.42 -0.36  0.40
H: 4.29 -0.52 0.64  0.49
H: 4.70 -4.01 -1.82  0.48
H: 6.74 -3.05 -2.83  0.30
C: -7.68 3.01 2.99  -0.54
C: -6.40 3.43 2.63  -0.43
C: -5.60 4.09 3.55  0.44
C: -6.09 4.32 4.82  -0.22
C: -7.36 3.91 5.20  -0.50
C: -8.15 3.26 4.27  -0.37
N: -5.22 4.99 5.80  1.05
O: -4.13 5.34 5.40  -0.59
O: -5.64 5.14 6.94  -0.64
H: -8.30 2.49 2.27  0.40
H: -6.03 3.23 1.63  0.37
H: -4.61 4.41 3.26  0.15
H: -7.73 4.10 6.19  0.45
H: -9.15 2.93 4.55  0.37
C: 7.91 -7.89 -4.89  -0.40
C: 6.88 -6.98 -4.70  -0.53
C: 7.12 -5.62 -4.83  -0.23
C: 8.39 -5.19 -5.14  0.05
C: 9.44 -6.08 -5.32  -0.40
C: 9.19 -7.44 -5.19  -0.39
N: 8.64 -3.75 -5.29  1.03
O: 7.71 -3.00 -5.10  -0.59
O: 9.77 -3.40 -5.59  -0.61
H: 7.72 -8.95 -4.80  0.37
H: 5.88 -7.34 -4.47  0.38
H: 6.31 -4.92 -4.68  0.51
H: 10.43 -5.73 -5.55  0.45
H: 10.00 -8.15 -5.33  0.37


[2]
This record from the Open Molecules 2025 dataset describes 5 unconnected molecules or ions with the total composition C5H21N2O4 at a distorted geometry. The level of theory is ωB97M-V with the def2-TZVPD basis set.

DFT total energy	-613.26993	Eh
HOMO-LUMO gap	9.9094	eV
largest force on an atom	5.17	eV/Å
2S+1	1
charge	+1
energy above the lowest of the compared OMol25 structures with the same formula, charge and spin	66.9	kcal per mole

Last column: Mulliken charge in e.
Atoms and positions in Å:
C: 3.69 2.00 1.53  -1.33
C: 2.11 1.86 1.35  0.38
C: 1.98 1.34 -0.06  -1.14
C: 0.78 0.33 -0.08  -0.03
C: -0.38 0.64 -0.55  -0.47
N: -1.47 -0.40 -0.67  -0.20
N: 1.19 3.04 1.50  -0.59
H: 4.10 2.81 1.05  0.37
H: 3.88 2.15 2.70  0.29
H: 4.17 1.08 1.18  0.36
H: 1.62 1.15 2.15  0.27
H: 1.98 1.96 -0.98  0.51
H: 2.75 0.62 -0.24  0.38
H: 1.11 -0.63 0.29  0.20
H: -0.71 1.61 -0.86  0.37
H: -1.20 -1.38 -1.00  0.29
H: -2.24 -0.44 0.02  0.46
H: -1.87 -0.15 -1.51  0.41
H: 1.61 3.82 0.97  0.25
H: 1.16 3.37 2.45  0.26
H: -4.01 -2.08 -1.53  0.31
H: -4.62 -0.98 -0.45  0.31
O: -3.79 -1.43 -0.80  -0.65
H: 0.19 -2.78 0.57  0.33
H: 0.70 -3.86 -0.72  0.29
O: 0.30 -3.02 -0.42  -0.62
H: -0.53 -3.23 -3.09  0.32
H: -1.41 -2.22 -4.06  0.33
O: -1.39 -2.74 -3.20  -0.65
H: -1.59 -0.32 2.75  0.31
H: -0.95 0.89 1.98  0.33
O: -1.53 0.08 1.85  -0.67


[3]
This record from the Open Molecules 2025 dataset describes 2 unconnected molecules or ions with the total composition C25H32F3N3O6P2S at a distorted geometry. The level of theory is ωB97M-V with the def2-TZVPD basis set.

DFT total energy	-2968.07123	Eh
structure (SMILES)	CNCc1nc2c(P(O)O)c(OC[C@H](C)O)c([PH2]=S)cc2nc1Cc1ccc(C)cc1.CCOC(=O)C(F)(F)F
HOMO-LUMO gap	7.7715	eV
largest force on an atom	1.26	eV/Å
2S+1	1

Last column: Mulliken charge in e.
Atoms and positions in Å:
C: 1.42 -3.07 -0.50  -1.13
N: 0.58 -1.90 -0.18  -0.26
C: -0.26 -1.51 -1.32  -1.59
C: -0.55 -0.03 -1.29  1.07
N: -1.58 0.33 -0.58  -0.37
C: -1.85 1.67 -0.56  0.12
C: -2.94 2.17 0.22  0.89
P: -4.11 1.16 1.28  0.34
O: -5.38 1.06 0.25  -0.52
O: -3.62 -0.38 1.17  -0.52
C: -3.22 3.51 0.22  -0.25
O: -4.28 3.96 0.98  -0.59
C: -3.96 4.80 2.09  -0.77
C: -2.78 4.41 2.98  0.52
C: -3.10 3.41 4.07  -1.22
O: -2.46 5.65 3.65  -0.60
C: -2.47 4.42 -0.59  0.37
P: -2.80 6.20 -0.81  0.30
S: -1.18 7.25 -1.06  -0.43
C: -1.41 3.93 -1.29  -0.54
C: -1.07 2.57 -1.28  -0.26
N: 0.01 2.18 -2.01  -0.57
C: 0.28 0.90 -1.99  0.20
C: 1.52 0.49 -2.74  -0.86
C: 2.72 1.18 -2.11  0.40
C: 2.96 0.98 -0.76  -0.13
C: 4.02 1.59 -0.11  -0.91
C: 4.87 2.42 -0.83  1.02
C: 6.01 3.12 -0.12  -1.43
C: 4.63 2.62 -2.18  -0.63
C: 3.57 2.00 -2.84  -0.71
H: 1.81 -3.02 -1.52  0.33
H: 0.88 -4.01 -0.39  0.44
H: 2.30 -3.10 0.15  0.32
H: -0.07 -2.25 0.51  0.32
H: -1.24 -2.00 -1.27  0.53
H: 0.16 -1.81 -2.26  0.55
H: -5.71 1.96 0.11  0.36
H: -3.12 -0.63 1.96  0.34
H: -4.85 4.81 2.72  0.53
H: -3.80 5.83 1.81  -0.05
H: -1.89 4.11 2.43  0.41
H: -2.32 3.51 4.83  0.37
H: -4.03 3.69 4.56  0.31
H: -3.11 2.38 3.72  0.24
H: -1.51 5.77 3.66  0.36
H: -3.58 6.70 0.23  0.06
H: -3.62 6.29 -1.95  0.12
H: -0.80 4.61 -1.89  0.45
H: 1.72 -0.58 -2.66  0.15
H: 1.42 0.77 -3.78  0.46
H: 2.30 0.32 -0.19  0.36
H: 4.16 1.42 0.95  0.31
H: 5.84 4.20 -0.20  0.33
H: 6.96 2.86 -0.56  0.34
H: 5.98 2.87 0.93  0.33
H: 5.31 3.27 -2.72  0.38
H: 3.40 2.16 -3.89  0.37
C: -0.09 -9.95 -0.63  -1.10
C: -0.37 -8.78 0.29  -0.20
O: 0.84 -8.31 0.92  -0.32
C: 1.60 -7.50 0.19  0.35
O: 1.36 -7.14 -0.92  -0.51
C: 2.82 -7.05 1.01  0.92
F: 3.37 -8.09 1.64  -0.25
F: 2.47 -6.14 1.93  -0.26
F: 3.75 -6.50 0.24  -0.24
H: 0.43 -10.74 -0.09  0.30
H: -1.02 -10.34 -1.03  0.37
H: 0.54 -9.64 -1.46  0.32
H: -1.01 -9.09 1.11  0.32
H: -0.86 -7.96 -0.23  0.31


[4]
This record from the Open Molecules 2025 dataset describes a single C4H6O2S molecule at a distorted geometry. The level of theory is ωB97M-V with the def2-TZVPD basis set.

DFT total energy	-704.59910	Eh
structure (SMILES)	S=C1COCOC1
HOMO-LUMO gap	8.4293	eV
largest force on an atom	2.94	eV/Å
2S+1	1
energy above the lowest of the compared OMol25 structures with the same formula, charge and spin	50.5	kcal per mole

Last column: Mulliken charge in e.
Atoms and positions in Å:
S: 2.88 0.05 -0.38  -0.24
C: 1.27 0.09 -0.08  0.18
C: 0.26 1.32 0.08  -0.39
O: -0.97 1.10 -0.63  -0.34
C: -1.59 -0.06 -0.19  -0.20
O: -0.76 -1.24 -0.47  -0.37
C: 0.54 -1.21 0.02  -0.40
H: 0.10 1.59 1.18  0.27
H: 0.67 2.27 -0.34  0.32
H: -2.45 -0.29 -0.85  0.20
H: -1.81 -0.27 0.96  0.31
H: 1.13 -2.06 -0.42  0.37
H: 0.72 -1.28 1.13  0.29


[5]
This record from the Open Molecules 2025 dataset describes 2 unconnected molecules or ions with the total composition H3OS. The level of theory is ωB97M-V with the def2-TZVPD basis set.

DFT total energy	-475.16390	Eh
HOMO-LUMO gap (spin up / spin down)	11.5048 / 7.2472	eV
largest force on an atom	0.22	eV/Å
2S+1	2
energy above the lowest of the compared OMol25 structures with the same formula, charge and spin	0.0	kcal per mole

Last column: Löwdin spin population.
Atoms and positions in Å:
S: -1.10 1.05 -1.10  0.95
H: -1.96 1.20 -0.07  0.05
H: 0.43 -0.71 -0.13  0.00
H: 1.54 -0.40 0.87  0.00
O: 1.09 -1.14 0.43  0.00